i) Here is a 2-piece molecular cluster, C4H9N2 overall from the Open Molecules 2025 dataset. Energies are from the ωB97M-V functional and the def2-TZVPD basis.

Cartesian coordinates (Å):
C1 -0.70 0.58 -0.95
C2 0.23 1.01 -0.04
C3 1.60 -1.20 0.01
C4 1.33 0.23 0.50
N1 -3.28 -0.13 0.47
N2 -2.98 0.14 -0.57
H1 -1.34 1.40 -1.43
H2 -0.63 -0.41 -1.37
H3 0.35 1.97 0.35
H4 0.84 -1.45 -0.89
H5 1.37 -1.86 0.78
H6 2.64 -1.32 -0.32
H7 2.19 0.91 0.42
H8 1.28 0.43 1.60
H9 -2.89 -0.29 1.45

Its total charge is +1. The calculation puts the frontier orbital gap (alpha / beta) at 6.6 / 6.6 eV.

And the Mulliken charges, in e, turn out to be:
1. C -1.1939
2. C 0.2693
3. C -0.8055
4. C -0.4238
5. N 0.0882
6. N 0.2047
7. H 0.2816
8. H 0.2625
9. H 0.4089
10. H 0.2048
11. H 0.2738
12. H 0.2708
13. H 0.3575
14. H 0.3778
15. H 0.4233



ii) Here is an isolated ion of composition C4H9N2 and charge +1 from the Open Molecules 2025 dataset. Energies are from the ωB97M-V functional and the def2-TZVPD basis.

Cartesian coordinates (Å):
C1 0.86 0.38 -3.22
C2 -0.11 0.04 -2.27
C3 -0.81 -0.71 0.20
C4 -0.75 0.26 2.16
N1 0.03 -0.33 -0.79
N2 -0.09 -0.91 1.45
H1 1.91 0.45 -3.15
H2 0.47 0.68 -4.26
H3 -1.21 0.17 -2.66
H4 -0.34 0.57 3.12
H5 -0.80 1.04 1.52
H6 -1.64 -0.01 2.55
H7 1.02 -0.24 -0.69
H8 -0.28 -1.76 1.90
H9 0.90 -0.79 1.57

Its total charge is +1. The calculation puts the frontier orbital gap at 9.8 eV.

And the Mulliken charges, in e, turn out to be:
1. C -0.7260
2. C 0.1131
3. C -0.3593
4. C -0.8623
5. N -0.0888
6. N -0.0088
7. H 0.3060
8. H 0.2158
9. H 0.2966
10. H 0.3804
11. H 0.3887
12. H 0.4112
13. H 0.2665
14. H 0.3115
15. H 0.3555



iii) Here is a 2-piece molecular cluster, C4H9N2 overall from the Open Molecules 2025 dataset. Energies are from the ωB97M-V functional and the def2-TZVPD basis.

Cartesian coordinates (Å):
C1 1.31 1.00 1.43
C2 -1.23 0.47 -0.66
C3 -0.48 -0.91 -0.35
C4 -0.36 -2.08 -1.28
N1 0.14 0.32 -0.62
N2 1.24 2.25 1.67
H1 1.86 0.23 1.89
H2 -1.42 0.82 -1.74
H3 -1.86 0.89 0.08
H4 -0.66 -1.13 0.67
H5 0.08 -1.91 -2.23
H6 -1.24 -2.74 -1.47
H7 0.46 -2.84 -1.01
H8 1.64 2.84 2.43
H9 0.50 2.82 1.20

Its total charge is +1. The calculation puts the frontier orbital gap (alpha / beta) at 7.5 / 8.7 eV.

And the Mulliken charges, in e, turn out to be:
1. C 0.0031
2. C -0.3206
3. C 0.3979
4. C -1.3698
5. N -0.3973
6. N -0.2479
7. H 0.3526
8. H 0.2615
9. H 0.3448
10. H 0.3929
11. H 0.3789
12. H 0.3094
13. H 0.3120
14. H 0.2786
15. H 0.3040



iv) Here is an isolated ion of composition C4H9N2 and charge +1 from the Open Molecules 2025 dataset. Energies are from the ωB97M-V functional and the def2-TZVPD basis.

Cartesian coordinates (Å):
C1 -1.49 -0.15 -0.12
C2 -2.12 0.89 0.24
C3 0.56 0.90 -0.28
C4 0.54 -1.54 0.16
N1 -0.08 -0.25 -0.13
N2 1.86 0.95 -0.32
H1 -2.02 -1.13 -0.45
H2 -3.16 0.93 0.15
H3 -1.75 1.86 0.55
H4 -0.10 1.80 -0.10
H5 -0.08 -2.15 0.88
H6 1.48 -1.24 0.59
H7 0.66 -1.95 -0.82
H8 2.34 0.00 -0.30
H9 2.46 1.78 -0.53

Its total charge is +1. The calculation puts the frontier orbital gap at 10.2 eV.

And the Mulliken charges, in e, turn out to be:
1. C 0.3363
2. C -1.0447
3. C 0.3796
4. C -1.0667
5. N 0.0403
6. N -0.3173
7. H 0.3227
8. H 0.2778
9. H 0.2633
10. H 0.2017
11. H 0.3525
12. H 0.3806
13. H 0.4297
14. H 0.1685
15. H 0.2759



Short version: iv) is the most stable of them.